(1)
Entry from the OMol25 dataset: a 13-piece molecular cluster, C39H52O39 overall in a non-equilibrium geometry (wB97M-V/def2-TZVPD).

Calculated total energy   -121135.6277 eV
Lowest unoccupied orbital energy   -0.475 eV

XYZ file:
```
130
Properties=species:S:1:pos:R:3:forces:R:3
O 1.453922 8.416127 -0.561777 -0.1 -0.7 0.4
O -0.364924 0.160665 6.598954 0.4 -1.0 -0.7
O -6.466164 -1.739716 -1.222823 -3.2 -0.6 0.2
O 5.677630 -2.949596 -1.906321 -0.2 0.2 0.5
O -2.296685 1.261977 6.688469 -1.9 1.6 1.1
O 3.427635 -0.655862 -3.883147 -4.2 -3.6 -1.9
O -1.909509 -0.209836 5.012581 0.0 -0.1 0.4
O -4.226950 2.694916 1.747582 0.9 -0.4 -0.7
O 0.026406 3.470967 -1.838041 0.4 -0.4 -0.3
O 4.713259 0.051686 -2.256179 -1.4 2.1 -0.6
O -2.404307 -2.897167 -4.579299 -2.0 -2.7 1.5
O -0.970945 -1.230658 -4.348469 0.1 0.4 0.8
O -0.511936 1.540632 -0.848100 0.2 0.0 -0.7
O -4.276032 -4.039045 2.257596 0.2 0.0 0.3
O -5.113811 2.245296 3.738786 -2.8 0.6 2.7
O 1.972047 8.123186 1.585842 0.2 0.4 0.3
O -0.096951 -1.332552 -0.681150 -0.8 -0.6 0.5
O 1.591196 -0.528274 0.500922 0.0 0.4 0.0
O -0.275118 -5.235821 5.492738 -0.4 -0.5 0.5
O 1.348068 -5.485439 3.953090 0.1 0.1 -0.6
O -1.362102 5.203357 3.638582 0.3 -0.8 -0.2
O 1.620472 -4.503641 -0.360654 1.6 0.5 1.6
O -1.736216 -1.754119 -6.348579 -0.1 0.8 -0.7
O -0.252899 -1.128174 1.560660 -1.0 -0.5 0.7
O 1.009302 -5.444190 -2.274214 0.0 0.3 -0.3
O -3.237772 1.223770 3.104517 0.1 -0.3 -0.5
O 6.472083 -0.868954 -1.635951 4.5 -5.3 2.3
O 4.860089 0.967151 -4.270418 0.6 0.8 0.3
O -2.720193 -2.441765 2.613681 0.6 0.1 -0.2
O 4.915735 -1.652380 -0.268493 -0.5 -0.5 0.5
O -4.424462 -2.498377 -0.709464 0.0 0.3 -0.7
O -1.659727 3.822542 5.369552 -0.1 -0.9 0.0
O 1.549922 6.331497 0.355876 -0.4 -0.3 -0.4
O -0.500965 -4.348721 -1.045553 0.1 -0.2 0.0
O -4.705564 -0.481927 -1.639610 1.3 0.5 -0.1
O -0.508041 -4.295834 3.440478 0.7 -1.0 0.6
O -4.839702 -1.891591 2.117173 -0.4 0.0 0.4
O 0.967522 1.576200 -2.586889 -0.6 1.4 -0.1
O -0.037939 3.378469 3.818348 0.1 0.5 -0.5
C -1.088721 -0.479436 -6.495931 0.4 0.3 -0.6
C -1.100596 4.036661 4.356719 0.6 2.0 -0.3
C 5.766719 -1.730090 -1.295906 -1.7 -3.8 1.0
C -4.280133 2.066498 2.972146 2.6 -0.4 -3.1
C -0.433079 5.372604 2.563268 0.1 -1.7 0.4
C 1.935471 -0.245202 -0.840435 0.4 -0.8 -0.8
C -0.232613 -5.635403 -2.938099 -1.3 0.1 0.1
C 0.782407 -4.731859 -1.146331 -1.4 -0.6 -1.3
C 0.078187 2.140428 -1.698216 0.3 0.4 0.6
C 0.480321 4.103675 2.664338 -0.5 0.0 0.0
C 4.796205 -3.821605 -1.147046 -0.4 0.9 0.0
C 0.115087 -0.978971 5.815906 -0.7 0.3 0.0
C -6.084369 -2.601597 2.329146 0.9 -0.4 0.0
C -1.114552 -4.535457 -2.335204 0.7 -0.3 -0.1
C 0.932852 3.892682 -2.874091 0.0 -0.5 0.2
C 5.630847 1.836572 -3.389060 -0.2 -0.3 -0.3
C 5.811314 0.990313 -2.119482 -1.0 3.3 -2.1
C 0.801087 -0.901224 -1.678896 0.9 0.7 1.1
C 4.032932 -2.827154 -0.226515 1.6 0.0 -1.1
C -0.738031 -0.889770 4.553955 0.6 0.5 -0.1
C -5.667616 -4.040290 1.964615 -0.7 1.1 -0.1
C 1.672853 2.589590 -3.303155 -1.6 0.9 0.0
C 1.525448 9.742692 -0.050843 0.2 -0.3 1.2
C 0.518748 -3.930454 2.495339 -0.2 0.7 0.7
C -1.779635 -2.050257 -5.053502 1.6 2.1 -1.0
C -1.621526 0.489961 6.155774 2.1 -2.0 -1.5
C -3.830743 -2.752103 2.363703 -0.9 -0.4 -0.3
C 4.251195 0.041838 -3.510247 3.5 3.2 1.6
C -0.241282 -0.406899 -5.236551 1.0 -0.4 -1.0
C 1.614606 7.513270 0.457711 0.7 0.4 -0.6
C -2.606792 1.025808 1.837513 0.2 0.1 -0.3
C -3.013219 2.271107 1.030652 -0.4 -0.1 1.7
C -5.318861 -1.591430 -1.196411 2.8 0.1 0.3
C 2.034325 9.539232 1.403094 -0.8 0.1 -0.1
C -3.263776 -0.667227 -1.669300 -0.5 -1.4 0.6
C 0.121481 -5.062783 4.396519 0.3 1.2 -0.8
C -3.102800 -2.100449 -1.088482 0.4 0.0 0.0
C 1.452565 -5.110791 2.574577 -1.2 0.0 -1.3
C 0.338842 -1.020118 0.551577 0.9 0.6 -0.8
H 3.025136 9.927238 1.606192 0.2 -0.2 -0.1
H 2.719213 2.580347 -3.036081 0.2 -0.2 -0.1
H 0.431482 3.426587 1.809125 -0.4 0.1 0.0
H -0.216214 -5.556789 -4.020262 0.7 0.1 -0.1
H 5.376642 -4.560270 -0.592209 0.1 0.1 -0.1
H 2.890062 -0.721315 -1.030794 0.0 0.3 -0.1
H -6.227700 -4.739378 2.574661 0.3 -0.4 0.1
H 4.113044 -4.300574 -1.846395 0.2 -0.1 0.1
H 0.521409 10.150568 0.012865 0.0 0.3 -0.5
H 1.583446 4.643932 -2.448811 0.1 0.2 0.0
H 5.060977 2.754944 -3.234245 0.0 0.0 -0.1
H 1.170992 -0.852867 5.567186 -0.1 0.0 0.4
H -1.538688 0.896653 1.996072 0.0 0.3 0.1
H 2.412133 -4.883183 2.125774 0.6 0.0 1.0
H 0.082647 -3.697273 1.535513 -0.1 -0.3 -0.1
H -3.250917 2.008284 0.002902 0.0 0.5 0.0
H 0.947845 -3.006158 2.904131 0.3 -0.1 -0.3
H 5.673138 1.596069 -1.230571 0.0 -0.2 0.2
H -0.020994 0.585498 -4.869466 -0.6 0.2 0.4
H -1.026737 -3.583919 -2.855713 -0.1 -0.2 -0.2
H -2.251769 3.053395 1.162529 -0.3 0.0 -0.5
H -2.948439 -0.654917 -2.709537 0.1 0.3 0.1
H -2.929516 0.113313 1.319025 -0.4 0.0 0.5
H 1.329572 9.961698 2.112087 0.1 0.2 0.1
H 0.320062 4.277681 -3.681783 0.1 0.3 -0.1
H 2.012247 0.813587 -1.083969 0.2 -0.3 0.8
H -0.235852 -0.305115 3.779306 -0.1 0.5 0.3
H -0.976297 5.325372 1.616978 0.1 0.6 0.1
H -2.705867 0.007441 -1.022468 -0.4 0.5 -0.3
H 1.535142 4.382721 2.730074 -0.1 -0.2 0.7
H -5.830800 -4.218222 0.904369 0.1 -0.2 -0.1
H 1.040903 -5.884861 1.908232 0.0 -0.2 0.5
H 2.223918 10.328334 -0.633100 -0.2 0.1 -0.3
H -0.095079 -1.909403 6.365397 0.3 0.3 0.0
H 3.977794 -3.173021 0.793647 -0.3 0.1 0.2
H 0.151025 6.267121 2.749522 -0.2 0.2 -0.3
H 6.580443 2.056885 -3.877526 -0.2 0.1 0.0
H -1.788728 0.359420 -6.599104 -0.3 -0.5 0.3
H 3.084315 -2.563309 -0.678242 -0.1 0.0 0.4
H 1.441847 2.443942 -4.355176 0.8 -0.2 -0.1
H -0.501891 -0.503156 -7.414744 0.0 -0.1 0.1
H 0.744692 -0.852288 -5.413945 -0.1 -0.2 0.1
H 6.722928 0.399442 -2.113176 -0.2 2.9 -0.8
H -6.316925 -2.527237 3.396074 -0.2 0.1 -0.2
H -2.457574 -2.166063 -0.213684 -0.1 0.2 0.1
H -0.619539 -6.624948 -2.691774 0.1 0.0 0.1
H -2.148950 -4.838634 -2.244869 -0.1 0.1 0.2
H -2.690882 -2.775312 -1.843345 -0.4 0.1 0.1
H -0.931027 -1.817497 4.026821 -0.6 -0.3 0.6
H 1.188577 -1.744995 -2.231537 -0.2 -0.2 -0.4
H -6.849696 -2.179523 1.690415 -0.1 0.1 0.0
H 0.316939 -0.117398 -2.239464 -0.1 -1.1 -0.4
```
Positions in Å, forces in eV/Å.

Mulliken atomic charge list, values in e, 99 entries: atom 1 (O): -0.337, atom 2 (O): -0.396, atom 3 (O): -0.538, atom 4 (O): -0.412, atom 5 (O): -0.485, atom 6 (O): -0.463, atom 7 (O): -0.153, atom 8 (O): -0.486, atom 9 (O): -0.469, atom 10 (O): -0.191, atom 11 (O): -0.395, atom 12 (O): 0.030, atom 13 (O): 0.158, atom 14 (O): -0.347, atom 15 (O): -0.510, atom 16 (O): -0.347, atom 17 (O): 1.349, atom 18 (O): -0.408, atom 19 (O): -0.530, atom 20 (O): -0.376, atom 21 (O): -0.440, atom 22 (O): -0.291, atom 23 (O): -0.398, atom 24 (O): -0.527, atom 25 (O): -0.436, atom 26 (O): -0.323, atom 27 (O): -0.471, atom 28 (O): -0.446, atom 29 (O): -0.156, atom 30 (O): -0.362, atom 31 (O): -0.330, atom 32 (O): -0.469, atom 33 (O): -0.441, atom 34 (O): 0.055, atom 35 (O): -0.451, atom 36 (O): -0.105, atom 37 (O): -0.179, atom 38 (O): 0.055, atom 39 (O): -0.383, atom 40 (C): -0.501, atom 41 (C): 0.644, atom 42 (C): 0.830, atom 43 (C): 0.430, atom 44 (C): -0.178, atom 45 (C): 1.437, atom 46 (C): -0.732, atom 47 (C): 0.327, atom 48 (C): 0.088, atom 49 (C): 0.314, atom 50 (C): -0.300, atom 51 (C): -0.342, atom 52 (C): -0.588, atom 53 (C): 0.064, atom 54 (C): -0.525, atom 55 (C): -0.459, atom 56 (C): -0.507, atom 57 (C): 0.013, atom 58 (C): 1.014, atom 59 (C): 0.894, atom 60 (C): -0.316, atom 61 (C): -0.158, atom 62 (C): -0.281, atom 63 (C): 0.809, atom 64 (C): 0.324, atom 65 (C): 0.490, atom 66 (C): 0.179, atom 67 (C): 0.379, atom 68 (C): 0.242, atom 69 (C): 0.661, atom 70 (C): 1.056, atom 71 (C): 0.489, atom 72 (C): 0.502, atom 73 (C): -0.288, atom 74 (C): 1.214, atom 75 (C): 0.399, atom 76 (C): 0.934, atom 77 (C): -0.136, atom 78 (C): -0.065, atom 79 (H): 0.259, atom 80 (H): -0.196, atom 81 (H): -0.345, atom 82 (H): 0.385, atom 83 (H): 0.253, atom 84 (H): -1.630, atom 85 (H): 0.381, atom 86 (H): 0.236, atom 87 (H): 0.264, atom 88 (H): 0.391, atom 89 (H): 0.225, atom 90 (H): 0.363, atom 91 (H): -0.099, atom 92 (H): 0.194, atom 93 (H): -0.584, atom 94 (H): 0.315, atom 95 (H): 0.067, atom 96 (H): 0.262, atom 97 (H): -0.210, atom 98 (H): -0.300, atom 99 (H): -0.208



(2)
Entry from the OMol25 dataset: C38H45BaN7O3S as an isolated structure (wB97M-V/def2-TZVPD).

Net charge   -2
Calculated total energy   -68242.9526 eV
Lowest unoccupied orbital energy   4.058 eV

XYZ file:
```
95
Properties=species:S:1:pos:R:3:forces:R:3
Ba -0.279814 0.139482 0.075996 0.7 0.2 0.3
S 3.603910 0.959184 -2.661293 0.1 -0.3 -0.1
O -1.910958 2.940572 0.148691 -0.1 -0.2 -0.2
O 0.345801 2.690763 4.076731 0.0 0.0 0.0
O 0.185739 1.475092 -1.964102 0.2 0.6 -0.4
N -1.051667 -1.135385 2.353090 0.0 0.0 -0.1
N -2.604298 -1.086190 -0.360452 0.0 -0.1 0.1
N -0.548353 -1.928895 -1.799140 -0.3 0.0 -0.1
N 1.584839 2.547670 -3.447301 0.0 0.1 0.4
N 2.793443 3.258416 -1.616411 0.1 0.1 -0.1
N -0.547917 2.557254 1.946961 0.0 -0.1 0.0
N 1.652795 -1.441445 1.779403 -0.3 -0.3 0.2
C 3.061974 -1.728353 1.525340 0.0 0.1 0.0
C 0.724061 -2.442462 -2.271095 -0.1 -0.2 0.1
C -4.171638 -2.341583 -1.676846 0.0 -0.1 0.0
C -0.779590 2.563246 -3.828808 0.1 0.0 -0.1
C 2.617655 2.310584 -2.560008 -0.2 0.0 -0.2
C -1.754022 3.207655 -5.940944 0.0 0.0 0.1
C -1.559075 4.071559 3.516709 0.1 0.0 0.0
C -1.653723 -4.047686 -2.211813 0.1 0.0 -0.1
C -1.618951 -2.653115 -1.830755 0.1 -0.1 0.1
C -0.648830 2.834162 -5.187639 0.0 0.0 0.0
C -2.682942 -4.865153 -2.618505 0.1 0.1 0.0
C 2.905608 -2.544509 -0.920580 0.1 0.1 -0.1
C -0.545229 -1.736154 4.638922 0.0 -0.1 0.0
C -4.674332 -3.436257 -2.357643 0.1 0.0 0.0
C -0.261272 -1.678527 3.223851 -0.2 0.1 0.0
C -4.048742 -4.605746 -2.769926 0.0 0.1 0.0
C 1.642528 -3.356061 3.260565 0.0 0.0 0.1
C -0.465344 3.021183 3.230655 0.0 0.1 0.0
C 2.105290 4.545192 -1.691258 0.1 0.0 0.2
C 1.078827 -2.141820 2.728386 0.4 0.1 -0.2
C 1.474534 -4.022576 4.461953 -0.1 0.1 0.0
C 0.727135 -3.686952 5.583435 0.0 0.1 -0.1
C 3.691824 3.044591 -0.489511 0.0 0.1 0.0
C 3.463516 -2.779449 0.478947 0.1 -0.1 0.0
C -2.390572 -0.724182 2.732119 0.0 -0.2 0.2
C 1.492783 -3.088410 -1.099679 -0.1 -0.1 0.1
C -3.127725 0.144858 1.704218 0.0 0.1 0.1
C -3.127570 3.071825 -3.973238 0.0 0.0 0.0
C -2.025677 2.681621 -3.223828 0.0 0.0 0.1
C -0.126766 -2.582291 5.639131 0.0 0.0 -0.2
C -1.556114 3.175168 1.304450 0.0 0.3 0.2
C -2.258277 4.224160 2.178999 0.0 -0.1 -0.1
C 0.412143 2.163164 -3.002264 -0.1 -0.3 -0.3
C 3.030570 2.238703 0.618666 0.0 -0.1 0.1
C 0.975770 4.691039 -0.686501 -0.2 0.1 0.0
C -2.847797 -2.007081 -1.244026 -0.2 0.1 0.0
C -3.668271 -0.536943 0.445622 -0.2 -0.2 -0.1
C -2.999068 3.329911 -5.332535 0.1 0.0 0.0
H 3.983663 4.031819 -0.126357 0.0 0.1 0.1
H 1.304340 -1.594374 -2.649934 -0.1 0.0 0.0
H -4.663185 -5.384555 -3.206489 0.0 0.0 0.0
H -4.914129 -1.597160 -1.418594 0.0 0.0 0.0
H 2.157223 2.743992 1.037096 0.0 -0.1 -0.1
H -2.369135 -0.151910 3.666880 -0.1 0.1 0.0
H 4.583352 2.527666 -0.846532 0.0 0.0 0.0
H -2.989689 -1.626225 2.941141 0.0 0.1 0.0
H 1.731743 4.661534 -2.701819 0.0 0.0 -0.1
H -2.203728 3.690158 4.309592 0.0 0.0 0.0
H -4.373510 -1.334640 0.732608 0.0 0.1 0.1
H 0.296468 3.839594 -0.742312 0.0 0.0 0.0
H -1.647568 3.400670 -7.002644 0.0 0.0 0.0
H 3.729917 2.038036 1.435594 0.0 0.1 -0.1
H 2.341933 -3.840451 2.595176 0.0 0.0 0.0
H -4.257575 0.201723 -0.121343 0.0 0.0 0.0
H -1.085087 4.977386 3.894559 0.0 0.0 0.0
H 3.518045 -0.790868 1.191559 0.0 0.1 0.0
H -4.093124 3.168583 -3.490388 0.0 0.0 0.0
H 3.570288 -2.990672 -1.669637 0.0 0.0 0.0
H -0.560311 -2.370717 6.613252 0.0 0.0 0.0
H -0.680794 -4.525265 -2.194881 0.0 0.0 0.0
H 0.928774 -2.903975 -0.178558 0.0 0.0 -0.1
H -5.742029 -3.383523 -2.556104 0.0 0.0 0.0
H -3.973541 0.588656 2.242977 -0.1 -0.1 -0.1
H -3.865010 3.621353 -5.915982 0.0 0.0 0.0
H 2.918490 -1.469480 -1.141421 0.0 0.0 0.1
H 3.214220 -3.796564 0.806464 0.0 0.1 0.0
H -3.328275 4.012909 2.191667 0.0 0.0 0.0
H 0.334281 2.741326 -5.633388 0.0 0.0 0.0
H 1.349576 4.761494 0.337544 0.0 0.0 0.0
H 0.595993 -3.144168 -3.104670 0.1 0.0 0.0
H 2.732756 1.271463 0.210159 -0.1 0.0 0.0
H -2.370460 -5.872625 -2.885437 0.0 0.0 0.0
H -1.237380 -0.973695 4.969482 -0.1 0.0 0.0
H 3.558966 -1.992646 2.467616 0.0 0.0 0.0
H -2.117140 2.480875 -2.162033 0.0 0.0 0.0
H 0.825892 -4.302854 6.468941 0.0 0.0 0.0
H 2.062737 -4.933427 4.545355 0.0 0.0 0.0
H 4.558046 -2.735532 0.440186 0.0 0.0 0.0
H 2.859237 5.323325 -1.523787 0.0 0.0 0.0
H 0.400403 5.596519 -0.904143 0.0 0.0 0.0
H -2.526908 1.018536 1.437472 0.0 -0.2 0.0
H 1.519914 -4.179360 -1.203507 0.0 0.0 0.0
H -2.129819 5.202716 1.713890 0.0 0.0 0.0
```
Positions in Å, forces in eV/Å.

Per-atom Mulliken charges, elementary charge units: atom 1 (Ba): 1.522, atom 2 (S): -0.400, atom 3 (O): -0.523, atom 4 (O): -0.760, atom 5 (O): -0.100, atom 6 (N): 0.369, atom 7 (N): 0.469, atom 8 (N): -0.223, atom 9 (N): -0.535, atom 10 (N): 0.320, atom 11 (N): 0.722, atom 12 (N): 0.439, atom 13 (C): -1.324, atom 14 (C): -1.621, atom 15 (C): -0.704, atom 16 (C): 0.283, atom 17 (C): 0.308, atom 18 (C): -0.584, atom 19 (C): -0.424, atom 20 (C): -0.664, atom 21 (C): 0.791, atom 22 (C): -0.422, atom 23 (C): -0.502, atom 24 (C): -0.147, atom 25 (C): -0.977, atom 26 (C): -0.188, atom 27 (C): 0.297, atom 28 (C): -0.516, atom 29 (C): -0.450, atom 30 (C): 0.048, atom 31 (C): -1.134, atom 32 (C): 1.032, atom 33 (C): -0.688, atom 34 (C): -0.480, atom 35 (C): -1.425, atom 36 (C): -0.685, atom 37 (C): -0.718, atom 38 (C): 0.019, atom 39 (C): 0.304, atom 40 (C): -0.888, atom 41 (C): -0.208, atom 42 (C): -0.406, atom 43 (C): -0.030, atom 44 (C): -1.058, atom 45 (C): -0.311, atom 46 (C): 0.689, atom 47 (C): -0.642, atom 48 (C): 0.019, atom 49 (C): -1.660, atom 50 (C): -0.361, atom 51 (H): 0.340, atom 52 (H): 0.493, atom 53 (H): 0.287, atom 54 (H): 0.277, atom 55 (H): -0.113, atom 56 (H): 0.486, atom 57 (H): 0.491, atom 58 (H): 0.331, atom 59 (H): 0.503, atom 60 (H): 0.239, atom 61 (H): 0.536, atom 62 (H): -0.005, atom 63 (H): 0.371, atom 64 (H): 0.477, atom 65 (H): 0.026, atom 66 (H): 0.416, atom 67 (H): 0.281, atom 68 (H): 0.243, atom 69 (H): 0.412, atom 70 (H): 0.403, atom 71 (H): 0.306, atom 72 (H): 0.151, atom 73 (H): 0.117, atom 74 (H): 0.284, atom 75 (H): 0.526, atom 76 (H): 0.357, atom 77 (H): -0.285, atom 78 (H): 0.228, atom 79 (H): 0.273, atom 80 (H): 0.447, atom 81 (H): 0.325, atom 82 (H): 0.419, atom 83 (H): -0.737, atom 84 (H): 0.302, atom 85 (H): 0.155, atom 86 (H): 0.483, atom 87 (H): 0.598, atom 88 (H): 0.289, atom 89 (H): 0.292, atom 90 (H): 0.405, atom 91 (H): 0.458, atom 92 (H): 0.460, atom 93 (H): -0.905, atom 94 (H): 0.388, atom 95 (H): 0.302